{"formula": "C27H64Cl2O4P3S", "method": "ωB97M-V with the def2-TZVPD basis set", "energy_ha": -3710.59517, "total_charge": -1, "elements": ["C", "C", "P", "S", "C", "C", "C", "O", "C", "C", "O", "C", "C", "P", "O", "Cl", "P", "O", "Cl", "H", "H", "H", "H", "H", "H", "H", "H", "H", "H", "H", "H", "H", "H", "H", "H", "H", "H", "H", "H", "H", "H", "C", "C", "C", "C", "C", "C", "H", "H", "H", "H", "H", "H", "H", "H", "H", "H", "H", "H", "H", "H", "C", "C", "C", "C", "C", "C", "H", "H", "H", "H", "H", "H", "H", "H", "H", "H", "H", "H", "H", "H", "C", "C", "C", "C", "C", "C", "H", "H", "H", "H", "H", "H", "H", "H", "H", "H", "H", "H", "H", "H"], "xyz": [[5.70980, -6.09036, 1.29265], [5.10635, -5.30917, 0.27739], [3.29181, -5.41086, -0.34422], [3.67095, -3.44023, -1.34463], [2.97705, -7.12377, 0.41524], [2.43770, -7.18298, 1.89831], [2.80849, -4.46392, 1.32423], [2.96042, -3.01082, 1.27544], [2.11253, -2.40266, 2.23572], [0.90188, -1.67361, 1.54832], [-0.27480, -2.49260, 1.57992], [-1.06658, -2.23474, 0.41777], [-2.29287, -3.21155, 0.32056], [1.21167, -5.25305, -1.17059], [0.04788, -5.65457, 0.05727], [0.74559, -6.75436, -2.56917], [4.22334, -6.22404, -2.22156], [3.53581, -5.44546, -3.61653], [3.86630, -8.34997, -2.43406], [5.73039, -5.72415, 2.34429], [6.13114, -7.10902, 1.10856], [5.75058, -4.51003, -0.18478], [2.66086, -3.24325, -2.26663], [3.83035, -7.83779, 0.37947], [2.16677, -7.60250, -0.19863], [3.22126, -6.82641, 2.61220], [1.45165, -6.70431, 2.05633], [2.30394, -8.27130, 2.15182], [3.47737, -4.71944, 2.18292], [1.74323, -4.58208, 1.61239], [1.78102, -3.09535, 3.04707], [2.70674, -1.59970, 2.75113], [0.73549, -0.71164, 2.11085], [1.16262, -1.36033, 0.50519], [-0.42607, -2.40123, -0.47855], [-1.48002, -1.17489, 0.41351], [-2.26376, -3.77750, -0.63868], [-3.27387, -2.67906, 0.33809], [-2.24422, -3.94718, 1.15456], [-0.15546, -4.85958, 0.56395], [4.33130, -5.15956, -4.07936], [6.35257, 0.74516, 7.85085], [4.88695, 0.43967, 8.13848], [4.32163, -0.67845, 7.26185], [4.31677, -0.38287, 5.75946], [3.54944, 0.87461, 5.34949], [2.06433, 0.80479, 5.68258], [6.49960, 1.09226, 6.82672], [6.71463, 1.52969, 8.51940], [6.97146, -0.14160, 8.00557], [4.29287, 1.35115, 8.02750], [4.79305, 0.13880, 9.18662], [3.30399, -0.90469, 7.59335], [4.90207, -1.59143, 7.43215], [3.88768, -1.24575, 5.23982], [5.34646, -0.29995, 5.39967], [3.65806, 1.01002, 4.26924], [3.98921, 1.76278, 5.81367], [1.59538, -0.04819, 5.18592], [1.55866, 1.71210, 5.34473], [1.89431, 0.71332, 6.75743], [-1.79671, 1.99446, -0.10147], [-3.07948, 1.26189, -0.47611], [-3.04844, 0.68372, -1.89094], [-2.90889, 1.71614, -3.01280], [-3.99897, 2.78762, -3.04385], [-5.39251, 2.21885, -3.28260], [-1.61594, 2.85360, -0.75037], [-1.85926, 2.36410, 0.92446], [-0.93530, 1.32567, -0.16758], [-3.93463, 1.93316, -0.35381], [-3.23127, 0.44076, 0.23137], [-3.95590, 0.09346, -2.04897], [-2.21453, -0.02213, -1.96634], [-2.90419, 1.18595, -3.97093], [-1.93402, 2.20707, -2.93899], [-3.76858, 3.49320, -3.84883], [-3.99289, 3.36953, -2.11707], [-5.43294, 1.67600, -4.22999], [-6.12920, 3.02478, -3.32445], [-5.69420, 1.53890, -2.48366], [-3.32221, 7.51782, -3.72269], [-4.60575, 6.78509, -4.09600], [-4.57575, 6.20492, -5.51039], [-4.43802, 7.23845, -6.63173], [-5.52862, 8.30950, -6.66045], [-6.92294, 7.74142, -6.89697], [-3.14268, 8.37615, -4.37285], [-3.38236, 7.88889, -2.69733], [-2.46059, 6.84958, -3.78909], [-5.46097, 7.45580, -3.97341], [-4.75641, 5.96445, -3.38789], [-5.48312, 5.61411, -5.66712], [-3.74176, 5.49913, -5.58719], [-4.43445, 6.70898, -7.59039], [-3.46319, 7.72970, -6.55878], [-5.29879, 9.01561, -7.46427], [-5.52047, 8.89010, -5.73334], [-6.96539, 7.19922, -7.84463], [-7.65916, 8.54719, -6.93668], [-7.22328, 7.06074, -6.09812]], "mulliken_charge": [-0.9762, -0.4720, 0.4797, -0.3079, -0.8840, -1.2386, -0.9096, -0.3280, -0.3227, -0.3395, -0.4219, 0.2984, -1.2805, 0.6234, -0.5858, -0.3116, 0.3249, -0.4413, -0.3667, 0.2700, 0.2671, 0.3237, 0.1839, 0.5386, 0.4417, 0.2299, 0.1930, 0.4070, 0.2337, 0.4311, 0.3868, 0.0817, 0.2896, 0.3147, 0.2988, -0.0535, 0.3301, 0.3203, 0.3271, 0.2494, 0.3093, -1.1862, -0.3863, -0.8610, -0.2741, -0.4965, -1.1170, 0.2881, 0.3758, 0.2919, 0.2376, 0.3581, 0.3208, 0.4014, 0.1025, 0.3524, 0.3778, 0.3574, 0.2059, 0.3695, 0.3176, -1.2395, -0.5758, -0.4856, -0.9816, 0.2419, -1.3362, 0.3748, 0.3689, 0.2469, 0.4195, 0.3936, 0.3696, 0.2567, 0.4305, 0.3371, -0.0610, 0.2557, 0.3080, 0.3724, 0.3550, -1.2601, -0.2740, -0.5222, -0.8941, -0.4118, -1.1755, 0.3019, 0.3920, 0.2865, 0.3108, 0.2580, 0.3455, 0.3344, 0.4006, 0.3556, 0.3647, 0.2422, 0.2920, 0.3736, 0.2792]}

=====

{"formula": "C27H66AsF6N3O15P3", "method": "ωB97M-V with the def2-TZVPD basis set", "energy_ha": -6220.70351, "total_charge": -1, "elements": ["As", "F", "F", "F", "F", "F", "F", "C", "O", "N", "C", "C", "H", "H", "H", "H", "H", "H", "H", "C", "O", "N", "C", "C", "H", "H", "H", "H", "H", "H", "H", "C", "O", "N", "C", "C", "H", "H", "H", "H", "H", "H", "H", "C", "C", "O", "P", "O", "O", "C", "C", "O", "C", "C", "H", "H", "H", "H", "H", "H", "H", "H", "H", "H", "H", "H", "H", "H", "H", "C", "C", "O", "P", "O", "O", "C", "C", "O", "C", "C", "H", "H", "H", "H", "H", "H", "H", "H", "H", "H", "H", "H", "H", "H", "H", "C", "C", "O", "P", "O", "O", "C", "C", "O", "C", "C", "H", "H", "H", "H", "H", "H", "H", "H", "H", "H", "H", "H", "H", "H", "H"], "xyz": [[1.04013, 21.46063, -27.56942], [1.66152, 23.04722, -28.08592], [0.67225, 22.08289, -25.95560], [0.55907, 19.80886, -27.15009], [1.29292, 20.74700, -29.26603], [2.77713, 21.05266, -27.13678], [-0.67708, 21.77956, -28.06669], [-7.75911, 19.53474, -27.57753], [-8.86758, 19.91839, -27.86179], [-7.52170, 18.36973, -26.97743], [-6.19950, 17.78450, -26.90956], [-8.60511, 17.55125, -26.44616], [-6.82955, 20.08149, -27.79927], [-5.52823, 18.41188, -27.49601], [-6.23404, 16.82645, -27.42822], [-5.83033, 17.75170, -25.88450], [-8.28639, 16.94960, -25.59495], [-9.53299, 18.02577, -26.12683], [-8.86874, 16.92089, -27.29543], [-4.43923, 28.06854, -34.24023], [-5.26413, 28.14545, -35.12744], [-4.15265, 26.89046, -33.56790], [-3.11987, 26.83845, -32.51599], [-4.84909, 25.68227, -33.79644], [-3.79080, 28.86675, -33.84706], [-2.58067, 27.78167, -32.42823], [-2.41444, 26.04891, -32.77501], [-3.53969, 26.70086, -31.51954], [-5.47753, 25.58252, -34.68144], [-4.06803, 24.93832, -33.95318], [-5.38401, 25.39894, -32.88998], [3.64225, 28.45165, -20.89431], [4.72998, 28.88147, -21.26905], [2.85390, 27.73832, -21.68264], [1.43010, 27.40016, -21.43164], [3.25781, 27.29952, -23.00660], [3.18544, 28.69492, -19.92253], [1.02422, 28.04866, -20.65524], [1.19081, 26.37826, -21.13739], [0.86084, 27.59139, -22.34130], [2.54242, 27.60785, -23.76900], [4.23378, 27.62144, -23.36982], [3.22195, 26.21123, -23.05606], [1.95370, 13.73500, -29.22276], [2.46235, 12.32571, -29.34200], [3.72173, 12.21027, -28.74159], [4.98761, 11.80091, -29.62003], [4.78625, 10.54184, -30.33613], [5.24564, 13.09280, -30.57187], [5.30431, 14.35484, -29.98579], [6.78520, 14.78614, -29.97420], [6.17162, 11.84998, -28.50118], [7.45641, 11.34926, -28.81773], [7.66434, 10.23194, -27.74828], [0.94866, 13.71828, -29.64433], [1.92994, 13.98835, -28.16288], [2.35519, 14.52317, -29.85971], [1.76534, 11.67855, -28.80959], [2.42059, 11.95949, -30.36779], [4.70406, 15.04605, -30.57741], [4.87761, 14.39043, -28.98340], [7.30525, 14.83994, -30.93063], [6.85534, 15.80454, -29.59207], [7.35615, 14.14641, -29.30125], [7.56848, 10.92752, -29.81656], [8.06422, 12.24111, -28.66518], [8.70914, 9.92705, -27.68874], [7.27136, 10.39280, -26.74438], [6.98506, 9.44681, -28.08033], [8.15124, 29.01196, -29.79848], [9.00112, 28.39842, -30.84760], [9.03936, 26.98318, -30.72313], [10.04219, 26.25731, -29.70246], [11.44965, 26.67183, -29.93422], [9.47961, 26.59484, -28.24062], [10.12731, 26.34733, -27.04812], [10.36339, 24.85230, -26.73497], [9.72668, 24.66318, -29.95398], [8.37277, 24.23517, -30.01450], [8.02870, 23.67854, -31.40927], [8.44243, 28.78081, -28.77385], [8.13550, 30.08478, -29.99061], [7.10942, 28.73351, -29.95722], [8.53851, 28.64040, -31.80443], [10.00453, 28.82346, -30.87202], [11.05945, 26.85441, -26.79895], [9.46083, 26.70941, -26.26531], [10.87772, 24.77096, -25.77740], [9.42025, 24.32415, -26.87515], [11.01466, 24.41428, -27.49134], [8.16225, 23.46169, -29.27591], [7.70847, 25.06690, -29.77991], [8.62123, 22.77902, -31.57621], [6.97394, 23.40590, -31.44461], [8.32049, 24.33925, -32.22563], [-4.37191, 17.98455, -13.75818], [-2.86079, 17.75971, -13.88468], [-2.81611, 17.17110, -15.17338], [-1.39924, 16.53636, -15.62131], [-0.13054, 17.21962, -15.21420], [-1.47097, 15.02317, -15.06633], [-2.73465, 14.27965, -15.03110], [-3.07188, 13.69696, -16.34212], [-1.56560, 16.41721, -17.24087], [-0.41161, 16.49866, -18.09314], [-0.78159, 16.00598, -19.46881], [-4.93879, 17.15405, -14.17890], [-4.53831, 18.11521, -12.68891], [-4.83659, 18.87360, -14.18451], [-2.23122, 18.64927, -13.86401], [-2.56840, 17.01103, -13.14840], [-2.66975, 13.50193, -14.27016], [-3.50880, 15.00075, -14.76882], [-4.12005, 13.88705, -16.57302], [-2.41392, 14.03923, -17.14089], [-2.83329, 12.63443, -16.38886], [-0.06725, 17.53152, -18.14535], [0.50529, 16.00245, -17.77508], [-0.99938, 14.94280, -19.57037], [-1.70173, 16.58126, -19.57129], [-0.01581, 16.19367, -20.22144]], "mulliken_charge": [1.9879, -0.4820, -0.4759, -0.4786, -0.5269, -0.5186, -0.5067, 0.1472, -0.5903, 0.0639, -0.9023, -0.9021, 0.2997, 0.3279, 0.3245, 0.2895, 0.3174, 0.2970, 0.3276, 0.2013, -0.5842, 0.0612, -0.8661, -0.9099, 0.2654, 0.2735, 0.3148, 0.3225, 0.2991, 0.3151, 0.3074, 0.1896, -0.6143, 0.0816, -0.8931, -0.9463, 0.2923, 0.3298, 0.2909, 0.3037, 0.3215, 0.2956, 0.3490, -1.0543, -0.3371, -0.3057, 0.9369, -0.7323, -0.3079, -0.1799, -1.1476, -0.2660, -0.2429, -1.2172, 0.4210, 0.2563, 0.2512, 0.3360, 0.3563, 0.3439, 0.3536, 0.3081, 0.3973, 0.1678, 0.3715, 0.2852, 0.3649, 0.3239, 0.3172, -0.9749, -0.3377, -0.2294, 0.8188, -0.7728, -0.1628, -0.3460, -1.0681, -0.3138, -0.1442, -1.2547, 0.2440, 0.3816, 0.2677, 0.2716, 0.3441, 0.3396, 0.3069, 0.3869, 0.2515, 0.3002, 0.3687, 0.3150, 0.3327, 0.3746, 0.3009, -1.1489, -0.2602, -0.2588, 0.7575, -0.7190, -0.3513, 0.1240, -0.8322, -0.2374, -0.2381, -1.1578, 0.2783, 0.3508, 0.3260, 0.4095, 0.2944, 0.4045, -0.0610, 0.2870, 0.1059, 0.3168, 0.3344, 0.3386, 0.2805, 0.2770, 0.3794]}